Record 1
{
  "formula": "C3H3N3O2",
  "method": "wB97M-V/def2-TZVPD",
  "symbols": ["H", "N", "C", "N", "C", "O", "N", "C", "O", "H", "H"],
  "positions_angstrom": [[-1.79397, -0.22282, -2.14487], [-1.75862, 0.10046, -1.20911], [-0.61857, 0.04740, -0.70696], [0.59468, -0.33548, -1.46693], [1.60498, -0.59391, -0.74164], [1.69012, -0.49517, 0.62845], [0.62088, 0.04380, 1.46197], [-0.44023, 0.32642, 0.74999], [-1.46143, 0.86439, 1.31550], [2.55528, -0.84991, -1.25760], [-2.06648, 0.77798, 0.54096]],
  "lowdin_charge": [0.0695, 0.1742, -0.3107, 0.1298, -0.1890, -0.0666, 0.1880, -0.3793, 0.1359, 0.1454, 0.1028],
  "lumo_ev": 0.033,
  "smiles": "[H]/N=c1\\nconc1O",
  "homo_lumo_gap_ha": 0.370,
  "e_above_lowest_kcal_mol": 82.5,
  "total_charge": 0
}


Record 2
{
  "formula": "C4H4BrN",
  "method": "wB97M-V/def2-TZVPD",
  "symbols": ["C", "C", "C", "C", "N", "Br", "H", "H", "H", "H"],
  "positions_angstrom": [[-2.59547, -2.29336, -0.17378], [-1.32707, -2.13067, -0.59227], [-1.15228, 0.25341, -0.32796], [-0.06194, 0.78834, 0.43737], [-3.60211, -1.81782, 0.23654], [-2.82372, 0.86042, 0.26384], [-0.83030, -2.79610, -1.24765], [0.91155, 0.57346, -0.01327], [-0.19521, 1.72702, 0.88195], [-0.01360, 0.30604, 1.33316]],
  "lowdin_charge": [-0.4068, 0.0831, -0.4766, -0.2545, 0.0523, 0.7897, 0.0130, 0.0940, 0.0560, 0.0497],
  "lumo_ev": [-1.425, -1.146],
  "homo_lumo_gap_ha": [0.281, 0.272],
  "e_above_lowest_kcal_mol": 153.3,
  "total_charge": 0
}


Record 3
{
  "formula": "C24H63FN3O9S7",
  "method": "wB97M-V/def2-TZVPD",
  "symbols": ["N", "C", "C", "C", "C", "C", "C", "C", "C", "F", "N", "C", "N", "C", "O", "O", "H", "H", "H", "H", "H", "H", "H", "H", "H", "H", "H", "H", "H", "H", "H", "H", "H", "H", "H", "H", "H", "C", "S", "O", "C", "H", "H", "H", "H", "H", "H", "C", "S", "O", "C", "H", "H", "H", "H", "H", "H", "C", "S", "O", "C", "H", "H", "H", "H", "H", "H", "C", "S", "O", "C", "H", "H", "H", "H", "H", "H", "C", "S", "O", "C", "H", "H", "H", "H", "H", "H", "C", "S", "O", "C", "H", "H", "H", "H", "H", "H", "C", "S", "O", "C", "H", "H", "H", "H", "H", "H"],
  "positions_angstrom": [[0.87191, 4.51816, 0.17165], [-0.05344, 3.68224, -0.62175], [0.19580, 3.67756, -2.17829], [1.70524, 3.79024, -2.61871], [2.26641, 2.50328, -3.34386], [2.68606, 1.36731, -2.29072], [1.83793, 0.09070, -2.70954], [2.00748, -1.10909, -1.73370], [1.36084, -2.42926, -2.27890], [1.51624, -2.54863, -3.67663], [2.38010, 1.80252, -0.90875], [3.38156, 1.39687, 0.07747], [2.83500, 1.75709, 1.42206], [4.20361, 1.06855, -2.56624], [4.59661, -0.06922, -2.91326], [5.03993, 2.01300, -2.47181], [1.58681, 3.87638, 0.52644], [1.29543, 5.25215, -0.38763], [-1.07872, 4.12143, -0.47036], [-0.12985, 2.65884, -0.20974], [-0.43226, 4.45949, -2.67406], [-0.20012, 2.70128, -2.56854], [2.39905, 4.11625, -1.82343], [1.73708, 4.59230, -3.40479], [1.43538, 2.14315, -3.99754], [3.10652, 2.78855, -4.00733], [0.78338, 0.43144, -2.76062], [2.19457, -0.17258, -3.72591], [3.06428, -1.29021, -1.44349], [1.45036, -0.84086, -0.79808], [0.27481, -2.37742, -2.04337], [1.83359, -3.31985, -1.81738], [1.49548, 1.34413, -0.67964], [4.33476, 1.95349, -0.00872], [3.54939, 0.28987, 0.05106], [1.91484, 1.31852, 1.52877], [3.46948, 1.35033, 2.11577], [6.69369, -1.68586, -4.27008], [7.20773, -3.24172, -5.00836], [7.08651, -4.30068, -3.96261], [8.95690, -2.82036, -5.14090], [5.62659, -1.73339, -4.05940], [7.23666, -1.51852, -3.34015], [6.88515, -0.87126, -4.96909], [9.35690, -2.58403, -4.15392], [9.07485, -1.96691, -5.80966], [9.48810, -3.67863, -5.55236], [-1.85655, 4.33099, 3.13115], [-0.59990, 3.04675, 3.24540], [-0.59704, 2.31424, 1.95196], [-1.48326, 2.02329, 4.43344], [-1.52529, 5.06623, 2.39806], [-2.80445, 3.89551, 2.80933], [-1.97310, 4.81277, 4.10326], [-2.44925, 1.73534, 4.02595], [-1.61669, 2.57629, 5.36570], [-0.89388, 1.13075, 4.62585], [-2.56049, 1.05701, -5.83649], [-2.37113, 1.27828, -4.05774], [-0.91503, 1.34254, -3.77299], [-2.93540, -0.37122, -3.60210], [-2.22282, 1.96606, -6.33229], [-1.95549, 0.21355, -6.17170], [-3.61212, 0.88457, -6.07197], [-2.30576, -1.12337, -4.08019], [-3.97473, -0.49909, -3.90841], [-2.86368, -0.47052, -2.51965], [-3.47300, -1.00245, 1.84803], [-3.93464, -0.40172, 3.47843], [-2.71564, -0.46497, 4.33615], [-4.96816, -1.80922, 3.91572], [-2.78593, -0.28454, 1.40024], [-2.98033, -1.97183, 1.93842], [-4.36347, -1.08725, 1.22466], [-4.38143, -2.72643, 3.87206], [-5.81254, -1.87004, 3.22880], [-5.33878, -1.66536, 4.92825], [-4.91477, -5.73987, 6.15581], [-6.56061, -5.34959, 5.53741], [-6.58681, -3.89258, 5.23675], [-7.41231, -5.58938, 7.10662], [-4.20387, -5.61487, 5.34032], [-4.65479, -5.06401, 6.97140], [-4.89191, -6.77427, 6.50084], [-6.99354, -4.92323, 7.86195], [-7.30933, -6.62869, 7.42119], [-8.46668, -5.35798, 6.96254], [-6.80149, 0.70189, -2.80989], [-6.23734, 1.04233, -1.13333], [-5.26878, -0.02554, -0.76464], [-7.80056, 0.64995, -0.32831], [-5.96245, 0.84708, -3.48880], [-7.15417, -0.32813, -2.88135], [-7.60280, 1.39400, -3.07136], [-8.08942, -0.37682, -0.55739], [-8.56977, 1.34359, -0.67018], [-7.66782, 0.75872, 0.74730], [7.41727, 0.31402, 4.09503], [6.57767, 0.07917, 2.51685], [5.26822, 0.77426, 2.60544], [6.26535, -1.68142, 2.73067], [7.67184, 1.36832, 4.19309], [6.75854, 0.02113, 4.91406], [8.33033, -0.28270, 4.11331], [5.67923, -1.84777, 3.63584], [7.21514, -2.21447, 2.79231], [5.70698, -2.03591, 1.86530]],
  "lowdin_charge": [-0.0126, -0.3056, -0.1865, -0.1985, -0.1120, -0.3381, -0.1351, -0.1699, -0.1897, -0.0928, 0.0207, -0.2783, 0.0064, -0.6668, -0.0621, -0.0771, 0.0378, 0.0500, 0.0880, 0.0630, 0.0940, 0.0539, 0.0906, 0.0928, 0.0869, 0.1061, 0.0820, 0.1198, 0.0969, 0.1075, 0.1007, 0.1066, 0.0942, 0.1199, 0.1052, 0.0428, 0.0069, -0.2743, 0.7869, -0.5776, -0.2938, 0.0318, 0.0633, 0.0597, 0.0517, 0.0455, 0.0371, -0.2721, 0.8149, -0.5518, -0.2869, 0.0427, 0.0524, 0.0448, 0.0074, 0.0536, 0.0446, -0.2681, 0.8325, -0.5452, -0.2601, 0.0494, 0.0594, 0.0442, 0.0609, 0.0344, 0.0484, -0.2540, 0.8124, -0.5623, -0.2916, 0.0570, 0.0606, 0.0245, 0.0501, 0.0532, 0.0385, -0.2681, 0.8145, -0.5546, -0.2750, 0.0511, 0.0605, 0.0517, 0.0579, 0.0509, 0.0478, -0.2662, 0.8186, -0.5518, -0.2705, 0.0311, 0.0605, 0.0532, 0.0571, 0.0511, 0.0490, -0.2782, 0.8406, -0.5405, -0.2682, 0.0470, 0.0532, 0.0471, 0.0549, 0.0493, 0.0538],
  "lumo_ev": 1.529,
  "homo_lumo_gap_ha": 0.194,
  "e_above_lowest_kcal_mol": 20.8,
  "total_charge": -1
}


E per entry: -430.7895, -2783.3097, -4680.6260 a.u.